Computed, not measured: C7H9Cl in the gas phase in a non-equilibrium geometry, with ωB97M-V/def2-TZVPD.

Geometry as XYZ:
```
17
Properties=species:S:1:pos:R:3:lowdin_charge:R:1
C -2.46 -0.94 0.00 -0.140
C -1.10 -1.64 0.00 -0.208
C 0.13 -0.77 0.00 -0.255
C 0.33 0.55 0.00 -0.624
Cl -0.82 1.85 0.00 0.674
C 1.77 0.87 -0.01 -0.105
C 2.46 -0.27 0.01 -0.086
C 1.49 -1.42 0.00 -0.145
H -2.61 -0.29 0.88 0.069
H -3.27 -1.70 -0.01 0.074
H -2.62 -0.33 -0.87 0.050
H -1.04 -2.32 -0.88 0.120
H -1.06 -2.31 0.89 0.120
H 2.15 1.90 -0.02 0.107
H 3.53 -0.39 -0.01 0.101
H 1.64 -2.06 -0.84 0.115
H 1.63 -2.07 0.86 0.133
```

The relative energy (zero: lowest compared OMol25 entry of this formula, charge and spin) comes out at 0.0 kJ/mol. Its energy is -19926.656 eV. For the gap between HOMO and LUMO, the calculation gives 9.48 eV. For the HOMO energy, the calculation gives -8.46 eV.



Computed, not measured: a molecular structure, C7H9Cl2LuNO4Pr in a non-equilibrium geometry, with ωB97M-V/def2-TZVPD.

Geometry as XYZ:
```
25
Properties=species:S:1:pos:R:3:lowdin_charge:R:1
Pr 6.83 0.65 -1.70 1.310
Lu 0.27 -0.01 1.25 1.495
Cl 5.77 -0.62 -3.64 0.184
Cl 0.44 2.19 2.22 0.010
C -0.53 -0.67 3.23 -0.057
C 8.99 0.24 -2.79 -0.004
C 8.41 1.55 -0.27 -0.067
O -0.96 -0.99 4.25 0.251
O 9.97 -0.01 -3.37 0.271
O 9.00 2.05 0.58 0.307
C -4.63 0.06 0.11 0.022
N -3.17 0.05 0.33 -0.078
C -2.61 1.13 1.22 -0.023
C -2.37 -0.86 -0.25 -0.414
C -2.87 -1.85 -1.23 0.058
O -1.14 -0.90 0.05 -0.218
H -5.10 0.86 0.67 0.111
H -5.03 -0.89 0.44 0.121
H -4.82 0.22 -0.95 0.118
H -2.22 0.69 2.16 0.048
H -1.86 1.72 0.67 0.069
H -3.42 1.82 1.52 0.135
H -2.33 -1.74 -2.18 0.127
H -2.67 -2.87 -0.86 0.127
H -3.94 -1.78 -1.44 0.101
```

The relative energy (zero: lowest compared OMol25 entry of this formula, charge and spin) comes out at 0.0 kJ/mol. Its energy is -89776.865 eV. For the gap between HOMO and LUMO (spin up / spin down), the calculation gives 5.89 / 6.41 eV. For the HOMO energy (spin up / spin down), the calculation gives -21.31 / -21.31 eV. As for the total charge: +4. The spin multiplicity is 3.



Computed, not measured: a molecular structure, C7H9CrN2O5S in a non-equilibrium geometry, with ωB97M-V/def2-TZVPD.

Geometry as XYZ:
```
25
Properties=species:S:1:pos:R:3:lowdin_charge:R:1
Cr -0.72 0.35 -1.42 0.646
O 0.70 -1.78 -1.68 -0.072
C 1.67 -1.55 -0.64 -0.178
C 1.01 -1.23 0.70 -0.124
N 0.27 0.04 0.55 -0.218
C 1.07 1.28 0.72 -0.076
C 1.57 1.77 -0.62 -0.665
O 2.54 2.52 -0.62 0.020
O 0.89 1.46 -1.66 -0.147
C -0.95 -0.05 1.39 -0.108
C -1.83 -1.10 0.74 -0.610
O -2.55 -1.81 1.42 0.053
O -1.82 -1.18 -0.62 -0.200
H -0.11 -2.10 -1.30 0.049
H 2.29 -0.75 -0.93 0.102
H 2.33 -2.42 -0.53 0.119
H 1.70 -1.15 1.51 0.116
H 0.28 -1.97 1.02 0.127
H 1.94 1.33 1.41 0.135
H 0.32 2.02 1.08 0.144
H -1.56 0.88 1.36 0.121
H -0.73 -0.37 2.41 0.131
S -2.33 1.66 -2.83 0.538
C -2.80 2.06 -1.29 -0.936
N -3.19 2.14 -0.18 0.032
```

The relative energy (zero: lowest compared OMol25 entry of this formula, charge and spin) comes out at 40.5 kJ/mol. Its energy is -59883.794 eV. For the gap between HOMO and LUMO (spin up / spin down), the calculation gives 8.12 / 8.47 eV. For the HOMO energy (spin up / spin down), the calculation gives -5.11 / -5.46 eV. As for the total charge: -1. The spin multiplicity is 5.



Computed, not measured: C7H9F in the gas phase in a non-equilibrium geometry, with ωB97M-V/def2-TZVPD.

Geometry as XYZ:
```
17
Properties=species:S:1:pos:R:3:lowdin_charge:R:1
C -2.11 -1.05 -0.06 0.068
C -0.84 -0.65 -0.12 -0.186
C 0.61 -1.27 0.13 -0.154
C 0.96 -0.17 1.19 -0.113
C 1.16 0.77 -0.06 -0.223
C 1.61 -0.41 -0.83 -0.123
C -0.41 0.84 -0.53 -0.331
F -0.95 1.67 0.25 0.079
H -2.19 -2.13 0.10 0.071
H -2.85 -0.43 -0.32 0.019
H 0.53 -2.36 0.28 0.129
H 2.02 -0.30 1.64 0.135
H 0.11 0.01 1.89 0.117
H 1.55 1.81 0.04 0.148
H 2.75 -0.64 -0.79 0.138
H 1.30 -0.44 -1.89 0.105
H -0.53 1.12 -1.51 0.120
```

The relative energy (zero: lowest compared OMol25 entry of this formula, charge and spin) comes out at 238.1 kJ/mol. Its energy is -10118.963 eV. For the gap between HOMO and LUMO, the calculation gives 10.57 eV. For the HOMO energy, the calculation gives -9.49 eV.



Computed, not measured: a molecular structure, C7H9F3NO4STl in a non-equilibrium geometry, with ωB97M-V/def2-TZVPD.

Geometry as XYZ:
```
26
Properties=species:S:1:pos:R:3:lowdin_charge:R:1
Tl 0.45 0.78 -2.31 1.106
C 1.33 2.61 2.59 -0.646
F 1.71 3.73 1.96 0.208
F 2.24 1.72 2.57 0.263
F 1.04 2.81 3.83 0.271
S -0.23 1.98 1.67 0.628
O 0.13 1.07 0.58 -0.407
O -0.97 1.30 2.74 -0.143
O -0.95 3.17 1.19 -0.178
N -1.35 -1.40 -1.30 0.012
C -1.13 -2.66 -1.67 -0.042
C -2.06 -3.73 -1.53 0.101
C -3.36 -3.33 -1.09 0.027
C -3.60 -2.03 -0.63 0.075
C -2.54 -1.09 -0.79 -0.016
H -0.23 -3.00 -2.17 0.134
H -1.80 -4.73 -1.83 0.141
H -4.16 -4.01 -0.84 0.134
H -4.57 -1.79 -0.22 0.141
H -2.66 -0.04 -0.55 0.130
C 3.83 1.29 0.03 -0.040
O 3.18 1.33 -1.34 -0.249
H 4.90 1.37 -0.12 0.100
H 3.49 2.24 0.45 0.073
H 3.63 0.37 0.57 0.095
H 3.66 2.04 -1.78 0.082
```

The relative energy (zero: lowest compared OMol25 entry of this formula, charge and spin) comes out at 106.5 kJ/mol. Its energy is -40740.823 eV. For the gap between HOMO and LUMO, the calculation gives 2.50 eV. For the HOMO energy, the calculation gives -16.67 eV. As for the total charge: +2.



Computed, not measured: a gas-phase ion, C7H9F3NS (charge +1), with ωB97M-V/def2-TZVPD.

Geometry as XYZ:
```
21
Properties=species:S:1:pos:R:3:lowdin_charge:R:1
F 3.03 -1.56 1.44 0.178
C 2.88 -0.50 0.67 -0.311
F 3.69 0.48 1.03 0.166
C 2.03 -0.41 -0.33 -0.236
F 1.57 -1.56 -0.88 0.077
C 1.50 0.86 -0.90 -0.079
C -0.04 1.06 -0.71 -0.098
C -0.74 0.03 0.18 -0.314
C -1.31 -1.22 -0.49 -0.329
S -2.73 -1.73 0.57 1.098
C -2.90 -0.15 1.13 -0.358
N -1.93 0.65 0.85 0.048
H 1.71 0.90 -1.97 0.131
H 2.03 1.68 -0.43 0.128
H -0.51 1.06 -1.69 0.126
H -0.18 2.04 -0.27 0.120
H -0.12 -0.30 1.02 0.161
H -0.61 -2.05 -0.45 0.084
H -1.64 -1.10 -1.52 0.107
H -3.78 0.17 1.67 0.123
H -1.96 1.63 1.11 0.178
```

Its energy is -27874.859 eV. For the gap between HOMO and LUMO, the calculation gives 8.18 eV. For the HOMO energy, the calculation gives -12.69 eV. As for the total charge: +1.



Computed, not measured: a molecular structure, C7H9F3O2Pd in a non-equilibrium geometry, with ωB97M-V/def2-TZVPD.

Geometry as XYZ:
```
22
Properties=species:S:1:pos:R:3:lowdin_charge:R:1
O 1.62 1.26 2.52 0.248
C 1.64 0.46 1.54 -0.227
C 2.19 0.71 0.03 0.051
C 1.26 -0.21 -0.97 -0.105
C 0.60 -1.17 0.17 -0.279
C -1.02 -1.27 0.34 -0.099
C -1.86 -0.08 -0.39 -0.020
C -1.64 1.38 0.26 -0.325
F -2.90 2.06 0.10 0.097
F -1.38 1.30 1.67 0.115
F -0.68 2.18 -0.43 0.087
O 1.12 -0.91 1.49 0.046
H 2.11 1.78 -0.38 0.162
H 3.28 0.37 0.14 0.177
H 0.59 0.33 -1.75 0.103
H 2.06 -0.88 -1.50 0.160
H 0.92 -2.22 -0.16 0.189
H -1.34 -1.29 1.45 0.178
H -1.34 -2.29 -0.10 0.150
H -2.99 -0.33 -0.22 0.201
H -1.72 -0.09 -1.56 0.088
Pd -0.52 -1.09 -2.23 1.001
```

Its energy is -23103.973 eV. For the gap between HOMO and LUMO, the calculation gives 3.89 eV. For the HOMO energy, the calculation gives -18.82 eV. As for the total charge: +2.



Computed, not measured: 2 unconnected molecules or ions with the total composition C7H9F9NO5S3 in a non-equilibrium geometry, with ωB97M-V/def2-TZVPD.

Geometry as XYZ:
```
34
Properties=species:S:1:pos:R:3:lowdin_charge:R:1
C 3.14 -0.64 3.53 0.046
C 3.95 -0.62 2.36 -0.172
S 4.86 -1.01 0.76 0.626
O 6.36 -0.58 1.02 -0.442
O 4.94 -2.55 0.45 -0.432
N 4.33 -0.08 -0.62 -0.333
S 2.60 0.01 -0.75 0.669
O 2.04 1.27 0.02 -0.450
O 2.29 0.26 -2.28 -0.441
C 1.70 -1.54 -0.09 -0.233
C 0.28 -1.77 -0.89 -0.089
C -0.98 -2.20 0.08 -0.186
F -0.55 -2.70 1.44 -0.004
F -1.54 -3.45 -0.57 -0.026
C -2.23 -1.15 0.11 -0.220
F -2.79 -1.05 -1.29 0.015
F -3.33 -1.79 0.92 0.002
S -1.93 0.55 0.75 1.088
F -3.51 1.01 0.15 -0.218
F -1.28 1.16 -0.71 -0.165
F -0.42 0.22 1.46 -0.162
F -2.75 0.10 2.23 -0.205
F -1.82 2.14 1.40 -0.176
H 2.54 -0.81 4.55 0.063
H 2.44 -2.45 -0.28 0.111
H 1.59 -1.36 1.06 0.083
H 0.03 -0.84 -1.59 0.134
H 0.50 -2.66 -1.66 0.155
C -3.33 4.10 -2.02 -0.165
O -3.78 2.78 -2.23 -0.135
H -3.39 4.66 -2.96 0.077
H -3.95 4.59 -1.27 0.074
H -2.29 4.08 -1.69 0.077
H -3.71 2.32 -1.38 0.035
```

Its energy is -76082.832 eV. For the gap between HOMO and LUMO, the calculation gives 5.87 eV. For the HOMO energy, the calculation gives -6.35 eV. As for the total charge: -1.



Computed, not measured: C7H9FN2 in the gas phase in a non-equilibrium geometry, with ωB97M-V/def2-TZVPD.

Geometry as XYZ:
```
19
Properties=species:S:1:pos:R:3:lowdin_charge:R:1
C 3.18 -0.04 0.06 -0.174
N 1.91 -0.69 -0.04 0.002
C 0.87 0.04 -0.09 -0.327
C 0.72 1.45 0.02 -0.030
C -0.49 2.07 -0.03 -0.083
C -1.68 1.33 -0.04 -0.025
C -1.55 -0.03 0.00 -0.341
F -2.65 -0.69 0.07 0.156
N -0.38 -0.69 -0.01 0.017
C -0.30 -2.15 -0.03 -0.017
H 3.33 0.67 0.88 0.067
H 3.40 0.55 -0.87 0.088
H 4.07 -0.67 0.22 0.064
H 1.71 1.98 0.07 0.113
H -0.55 3.14 0.03 0.107
H -2.71 1.62 0.01 0.106
H 0.05 -2.46 0.98 0.105
H -1.26 -2.57 -0.21 0.071
H 0.44 -2.48 -0.79 0.101
```

The relative energy (zero: lowest compared OMol25 entry of this formula, charge and spin) comes out at 41.6 kJ/mol. Its energy is -13101.468 eV. For the gap between HOMO and LUMO, the calculation gives 8.47 eV. For the HOMO energy, the calculation gives -7.54 eV.



Computed, not measured: C7H9I in the gas phase in a non-equilibrium geometry, with ωB97M-V/def2-TZVPD.

Geometry as XYZ:
```
17
Properties=species:S:1:pos:R:3:lowdin_charge:R:1
C -0.13 -1.49 -0.30 -0.082
C 0.50 1.11 -0.05 -0.556
C 0.21 -2.58 -0.91 -0.013
C -0.34 2.01 -0.68 0.092
C -0.79 -0.69 0.68 -0.184
C 0.05 0.56 1.17 -0.189
C 1.55 0.55 -0.72 -0.553
I 3.40 0.07 0.19 0.791
H 0.87 -2.49 -1.72 0.036
H -0.40 -3.52 -0.64 0.095
H 0.04 2.34 -1.63 0.055
H -1.15 2.45 -0.09 0.076
H -1.63 -0.24 0.21 0.109
H -0.98 -1.38 1.48 0.120
H 0.87 0.16 1.77 0.082
H -0.66 1.05 1.85 0.126
H 1.78 0.79 -1.69 -0.005
```

The relative energy (zero: lowest compared OMol25 entry of this formula, charge and spin) comes out at 526.2 kJ/mol. Its energy is -15499.996 eV. For the gap between HOMO and LUMO (spin up / spin down), the calculation gives 7.00 / 8.14 eV. For the HOMO energy (spin up / spin down), the calculation gives -7.47 / -7.67 eV.



Computed, not measured: C7H9N in the gas phase in a non-equilibrium geometry, with ωB97M-V/def2-TZVPD.

Geometry as XYZ:
```
17
Properties=species:S:1:pos:R:3:lowdin_charge:R:1
C -2.74 -0.99 0.43 -0.005
C -2.26 0.12 0.04 -0.130
C -1.64 1.17 -0.33 -0.194
N -0.34 1.55 0.01 0.095
C 0.66 0.73 -0.05 -0.364
C 1.87 1.26 0.62 -0.059
C 0.73 -0.58 -0.70 -0.146
C 1.38 -1.65 -0.35 0.044
H -2.96 -1.34 1.48 0.081
H -2.88 -1.76 -0.34 0.061
H -2.12 1.83 -1.02 0.102
H 2.71 1.28 -0.13 0.091
H 2.32 0.50 1.38 0.102
H 1.59 2.26 1.04 0.092
H 0.24 -0.50 -1.64 0.104
H 1.48 -2.38 -1.05 0.035
H 1.96 -1.49 0.61 0.090
```

The relative energy (zero: lowest compared OMol25 entry of this formula, charge and spin) comes out at 394.0 kJ/mol. Its energy is -8891.072 eV. For the gap between HOMO and LUMO, the calculation gives 9.23 eV. For the HOMO energy, the calculation gives -8.56 eV.



Computed, not measured: 2 unconnected molecules or ions with the total composition C7H9N in a non-equilibrium geometry, with ωB97M-V/def2-TZVPD.

Geometry as XYZ:
```
17
Properties=species:S:1:pos:R:3:lowdin_charge:R:1
C -2.25 -0.34 -0.90 -0.063
C -1.75 -1.19 -0.03 -0.127
C -1.00 -0.68 1.09 -0.219
N -0.76 0.51 1.47 0.040
C -0.99 1.43 0.58 -0.139
C -1.84 1.05 -0.51 -0.026
H -2.74 -0.50 -1.91 0.124
H -1.60 -2.29 -0.26 0.122
H -0.60 -1.53 1.77 0.130
H -0.64 2.43 0.78 0.101
H -2.11 1.83 -1.11 0.044
C 2.19 -0.40 0.14 -0.102
C 3.20 0.26 -0.48 -0.070
H 1.35 -0.65 -0.46 0.020
H 2.34 -0.94 1.04 0.040
H 3.26 0.73 -1.55 0.089
H 3.93 0.28 0.33 0.034
```

The relative energy (zero: lowest compared OMol25 entry of this formula, charge and spin) comes out at 329.3 kJ/mol. Its energy is -8891.743 eV. For the gap between HOMO and LUMO, the calculation gives 10.20 eV. For the HOMO energy, the calculation gives -9.25 eV.